A structure of composition C37H44AsF3N4O3S5Tc, computed with wB97M-V/def2-TZVPD.

Computed properties:
E_LUMO (alpha / beta) in eV: -5.169 / -5.163
Energy above the lowest of the compared OMol25 structures with the same formula, charge and spin in kJ/mol: 0.0
Strongest force on any atom in eV/A: 0.4
Orbital gap (alpha / beta) in eV: 5.0 / 5.0

ORCA input file:
```
! wB97M-V def2-TZVPD RIJCOSX def2/J DEFGRID3
* xyz 1 1
Tc -0.449 -0.394 0.163
C -3.626 4.918 -1.673
C -4.112 3.473 -1.804
C -2.983 2.496 -1.866
C -2.430 1.907 -2.950
C -2.844 2.001 -4.381
C -3.717 0.813 -4.794
C -1.331 1.101 -2.459
C -0.455 0.455 -3.249
C 0.697 -0.195 -2.768
C 1.756 -0.660 -3.638
C 1.735 -0.621 -5.131
C 1.154 -1.913 -5.713
C 2.699 -1.188 -2.825
C 2.188 -1.061 -1.475
C 2.803 -1.581 -0.396
C 2.359 -1.419 0.924
N 1.282 -0.707 1.276
C 1.379 -0.619 2.676
C 0.626 0.209 3.427
C -0.359 1.074 2.914
N -0.764 1.126 1.635
C -1.824 2.054 1.666
C -2.525 2.444 0.587
C -2.234 2.024 -0.720
N -1.261 1.165 -1.047
C -2.039 2.558 3.002
C -1.113 1.956 3.782
C -0.848 2.151 5.240
C 0.364 3.047 5.497
C -3.112 3.522 3.384
C -4.477 2.840 3.508
C 2.492 -1.402 3.164
C 3.116 -1.890 2.065
C 4.365 -2.704 1.975
C 5.607 -1.860 1.678
C 2.879 -1.527 4.601
C 3.742 -0.358 5.082
N 0.939 -0.405 -1.473
C 4.010 -1.803 -3.194
C 4.018 -3.334 -3.181
H -4.465 5.609 -1.606
H -3.020 5.199 -2.534
H -3.008 5.051 -0.783
H -4.721 3.363 -2.702
H -4.775 3.218 -0.972
H -1.962 2.059 -5.022
H -3.382 2.937 -4.537
H -3.196 -0.133 -4.642
H -3.994 0.883 -5.845
H -4.633 0.782 -4.202
H -0.602 0.505 -4.318
H 2.750 -0.459 -5.499
H 1.158 0.235 -5.484
H 1.791 -2.765 -5.474
H 1.068 -1.847 -6.797
H 0.167 -2.119 -5.296
H 3.721 -2.127 -0.555
H 0.817 0.247 4.489
H -3.340 3.140 0.722
H -0.709 1.182 5.725
H -1.735 2.582 5.704
H 1.268 2.638 5.042
H 0.547 3.156 6.565
H 0.209 4.040 5.074
H -3.161 4.333 2.652
H -2.845 3.997 4.329
H -4.767 2.360 2.572
H -5.250 3.561 3.773
H -4.454 2.067 4.276
H 4.243 -3.475 1.210
H 4.502 -3.241 2.915
H 5.504 -1.306 0.744
H 6.490 -2.492 1.597
H 5.782 -1.131 2.469
H 3.416 -2.466 4.740
H 1.980 -1.606 5.217
H 4.687 -0.320 4.540
H 3.965 -0.453 6.144
H 3.239 0.598 4.926
H 4.785 -1.420 -2.523
H 4.283 -1.448 -4.189
H 3.872 -3.736 -2.179
H 4.970 -3.701 -3.564
H 3.215 -3.737 -3.796
S -4.450 -3.750 1.327
As -3.351 -2.096 1.029
S -2.637 -1.205 -0.927
S -1.537 -1.567 2.021
S -4.243 -0.291 0.123
F -0.817 -5.872 -1.624
C -1.246 -4.769 -1.026
F -2.507 -4.544 -1.385
F -1.197 -4.944 0.292
S -0.176 -3.330 -1.541
O -0.860 -2.685 -2.630
O 1.111 -3.906 -1.779
O -0.207 -2.493 -0.292
*
```